1.
{
  "formula": "C19H29NO4",
  "method": "the ωB97M-V functional and the def2-TZVPD basis",
  "symbols": ["H", "H", "N", "H", "C", "H", "C", "H", "C", "H", "C", "C", "H", "C", "C", "C", "C", "H", "C", "H", "H", "C", "H", "H", "H", "H", "C", "H", "H", "H", "C", "C", "O", "C", "O", "C", "H", "H", "H", "C", "H", "H", "H", "O", "O", "H", "H", "C", "H", "C", "H", "H", "H"],
  "coordinates": [[-2.63044, 0.61630, -0.58187], [2.36049, -2.11307, -2.81973], [-0.36714, -0.84700, -1.31708], [0.68238, -3.42713, -3.81371], [0.02643, -0.12063, 0.92538], [1.73993, -3.59155, 2.19631], [-1.20055, -0.90595, -2.50309], [-0.94682, -0.08608, -3.18731], [1.37984, -1.63802, -2.80878], [-3.56659, 1.84540, 1.30471], [-2.06922, 3.50652, -0.19317], [-1.01291, -2.24321, -3.21125], [-1.45378, 1.48654, -1.56896], [1.25104, -1.54766, 2.64483], [-0.17336, 2.36548, 0.98050], [0.25690, 1.06537, 1.69618], [-0.61671, -0.00711, -0.32157], [0.81251, -0.97991, 3.46763], [-1.63396, 1.06928, -0.57627], [2.18488, -1.04167, 2.38752], [-3.07471, 3.39475, -0.59403], [0.84655, 2.62937, -0.09310], [-2.27950, 0.90392, 2.06534], [2.28832, 4.22413, -1.64967], [-1.40289, 3.78979, -1.00553], [0.48418, -1.94907, -4.74828], [-1.60725, 2.20095, 0.45964], [1.57513, -1.18025, -0.70722], [1.51034, -0.60237, -3.12684], [2.39258, -3.00422, 3.73241], [-2.53022, 1.87045, 1.63590], [2.67751, 3.97907, -0.65888], [-0.18605, -2.45392, 0.96409], [0.32841, -1.45543, 1.45248], [1.61215, 3.67585, 0.22913], [0.84515, -1.63499, -1.38156], [-0.54300, -3.60119, 3.15647], [-2.24758, -0.79766, -2.21169], [-1.22371, -3.04166, -2.49911], [1.51749, -2.98768, 3.07864], [0.54026, -4.61369, 4.11426], [-1.73493, -2.32352, -4.02453], [3.19660, 4.83243, -0.23093], [0.77535, 1.14942, 2.79535], [1.00921, 1.98031, -1.10025], [-2.43814, 2.62286, 2.41547], [3.35187, 3.12492, -0.74725], [0.32482, -3.59150, 3.80991], [-0.11286, 3.17847, 1.70795], [0.41548, -2.37221, -3.74502], [0.65855, -2.65567, -1.02917], [-2.07921, 4.31190, 0.53739], [0.08717, -3.00942, 4.69838]],
  "atomic_forces_ev_per_a": [[0.0, 0.0, 0.0], [0.0, 0.1, 0.0], [-0.1, 0.3, 0.3], [0.0, 0.0, -0.1], [0.0, -0.4, -0.1], [0.1, 0.0, 0.0], [-0.5, 0.0, -0.4], [-0.1, 0.0, 0.0], [-0.1, 0.0, 0.1], [-0.1, 0.0, 0.0], [0.1, -0.2, 0.1], [0.0, 0.1, -0.1], [-0.1, -0.1, 0.0], [0.1, -0.6, 0.1], [0.0, -0.1, 0.3], [0.0, 0.5, -0.2], [-0.1, -0.2, 0.0], [0.1, 0.1, -0.1], [0.1, 0.1, -0.1], [-0.1, 0.1, 0.0], [-0.1, 0.0, -0.1], [0.1, 0.2, -0.1], [0.0, -0.1, 0.1], [0.1, 0.0, 0.1], [0.0, 0.1, -0.1], [0.0, 0.0, 0.0], [0.0, 0.1, -0.1], [-0.1, 0.0, 0.0], [0.1, 0.0, 0.0], [0.0, 0.0, 0.0], [0.2, 0.0, -0.1], [0.2, -0.1, -0.4], [0.1, -0.1, 0.2], [-0.1, 0.2, 0.2], [-0.2, 0.1, 0.3], [0.6, -0.4, 0.0], [-0.1, 0.0, 0.0], [0.1, 0.1, 0.0], [-0.1, 0.0, 0.0], [-0.2, 0.1, -0.1], [-0.1, -0.1, 0.1], [-0.1, 0.0, 0.1], [0.0, 0.0, 0.0], [0.0, 0.1, 0.1], [0.0, 0.2, -0.1], [0.0, 0.1, 0.1], [0.0, 0.1, 0.0], [0.2, 0.0, -0.1], [-0.1, -0.2, 0.0], [0.0, 0.0, 0.0], [0.1, 0.2, 0.0], [0.0, 0.1, 0.1], [0.0, 0.0, 0.1]],
  "mulliken_charge": [0.57, 0.42, 0.62, 0.29, 0.61, 0.28, -0.67, 0.37, -0.92, 0.48, -2.06, -1.04, 0.55, -0.77, 0.80, -0.12, 0.84, 0.35, -2.02, 0.40, 0.46, -0.18, 0.36, 0.31, 0.41, 0.35, 1.66, 0.49, 0.26, 0.40, -1.97, -0.75, -0.73, -0.15, -0.34, -0.86, 0.30, 0.45, 0.31, -0.54, 0.37, 0.43, 0.26, -0.76, -0.53, 0.47, 0.31, -1.22, 0.87, -0.48, 0.31, 0.45, 0.32],
  "orbital_gap_ev": 8.7,
  "lumo_ev": 0.6,
  "de_lowest_kcal_mol": 0.22,
  "energy_ev": -29854.39126,
  "smiles": "CCCC(=O)C1=C(N2CCCCC2)CC(C)(C)[C@H](C(=O)OC)C1=O"
}

***

2.
{
  "formula": "C19H30AlBr2Cl3F4N2O11PS2",
  "method": "the ωB97M-V functional and the def2-TZVPD basis",
  "symbols": ["Cl", "H", "O", "H", "H", "F", "H", "H", "O", "C", "H", "O", "H", "O", "H", "N", "H", "H", "C", "H", "C", "H", "C", "C", "C", "H", "C", "C", "Br", "H", "C", "H", "F", "C", "H", "H", "O", "S", "C", "H", "H", "H", "H", "C", "H", "P", "C", "C", "H", "C", "C", "F", "O", "C", "N", "H", "C", "O", "H", "C", "Br", "H", "Al", "H", "S", "F", "O", "O", "Cl", "H", "O", "O", "H", "Cl", "H"],
  "coordinates": [[-2.00003, -1.66085, 0.56458], [-1.70444, -5.41484, -0.41831], [3.27901, -0.46139, 1.02681], [2.01729, -0.87844, 2.57700], [-1.74150, 0.73292, 2.74407], [1.98902, 2.76678, 4.98513], [-0.02337, -0.67299, 3.47046], [-2.99453, -0.28382, -2.74610], [1.37032, -0.97057, -0.31143], [-2.23603, -5.20027, -5.16385], [-0.50997, 0.96634, -2.03307], [-0.56813, -1.42645, 3.20718], [5.29693, 8.91376, 1.00898], [2.67642, -2.79577, 0.75571], [-7.54499, -4.17474, -3.30416], [3.61470, 6.27028, 1.97390], [3.11192, 5.68929, 2.63003], [-7.92074, -2.09513, -4.70057], [-1.86309, 1.35183, 1.85800], [4.22391, 0.26244, 3.28980], [0.81817, -0.28779, 0.91722], [1.48348, 1.54577, 3.03770], [2.35655, 1.16472, 2.51801], [-0.52183, 1.72448, 1.24904], [2.97363, 3.35660, 4.31460], [4.08603, 7.87449, 3.24781], [2.09020, -0.12218, 1.76816], [4.58977, 7.05475, 0.09105], [3.69000, 4.85344, 5.36196], [-2.37240, -5.45751, -6.21424], [3.43110, 0.92986, 3.61908], [3.48347, 5.05081, 0.21617], [2.49142, 3.92516, 3.20117], [-2.76431, -6.31153, -4.27966], [2.94427, 0.48038, 4.48486], [-3.10981, -6.51625, -0.26513], [-4.70138, -5.37896, -2.22590], [2.78363, -1.55646, -0.03828], [-7.36570, -2.09536, -3.76595], [-6.11238, -3.41909, -2.61031], [-0.14357, 2.67847, -2.10986], [-2.35531, 2.27623, 2.13822], [0.99234, 1.46338, -2.78814], [-2.78713, -5.49856, -0.46683], [-3.24988, -4.80816, 0.23524], [-0.25927, -1.72502, 1.60684], [-6.75719, -3.44479, -3.48291], [4.06502, 2.26121, 3.98803], [4.92676, 7.11830, -0.92891], [0.98334, 1.55828, -0.65906], [4.77867, 7.97323, 1.08370], [4.85679, 3.98048, 0.67271], [-2.25051, 0.11903, -2.27594], [0.30356, 1.69401, -1.98035], [0.15832, 0.83714, 0.33626], [-1.17630, -5.02798, -4.97336], [3.84631, 5.97113, 0.65480], [3.68794, -1.52940, -1.09826], [-3.84067, -6.43921, -4.40413], [4.15988, 7.45879, 2.25504], [5.30718, 2.06135, 5.47994], [-8.04764, -1.82585, -2.96109], [2.47827, -3.86722, 2.26534], [-2.46727, 0.88419, 1.08511], [-3.31908, -5.04121, -2.08419], [4.80290, 2.65826, 2.94224], [-2.44635, -6.09721, -2.88474], [2.09505, 1.95024, -0.43451], [-5.79575, -4.04807, -4.85412], [-2.75825, -4.26328, -4.97321], [-2.83602, -3.72675, -2.36928], [-0.05258, 2.81498, 1.50054], [2.78225, 1.91161, 1.85065], [-6.13550, -0.80700, -3.85651], [-2.29291, -7.25429, -4.55080]],
  "atomic_forces_ev_per_a": [[0.7, 0.3, 0.4], [0.0, 0.0, 0.0], [-1.4, -0.9, -1.0], [0.0, -0.2, -0.2], [-0.2, -0.2, -0.1], [-0.3, 0.2, 0.1], [-0.3, 0.1, 0.5], [0.1, 0.0, 0.0], [0.3, -1.1, 0.0], [0.0, 0.3, 0.2], [-0.2, 0.1, -0.2], [0.3, 0.7, -1.0], [0.0, 0.0, 0.1], [-0.1, -0.1, -0.8], [0.0, 0.0, 0.0], [0.3, 0.5, 0.1], [0.1, -0.1, -0.1], [0.1, 0.0, 0.0], [0.4, 0.0, -0.9], [0.1, 0.1, -0.1], [-0.7, 0.7, -1.1], [-0.3, 0.0, -0.4], [1.2, 0.1, 0.3], [-0.4, 1.2, 0.8], [1.5, 0.3, 0.7], [0.0, 0.1, 0.0], [0.4, 0.1, 2.2], [0.4, 0.3, 0.1], [-0.3, 0.0, -0.1], [0.0, -0.1, 0.0], [-0.9, -0.1, 0.0], [-0.6, 0.3, -0.3], [-0.4, -0.5, -0.3], [-0.1, 0.0, -0.8], [0.2, 0.0, 0.2], [0.0, 0.0, 0.0], [-0.1, 0.2, 0.0], [1.4, 2.2, 1.4], [-0.1, 0.0, 0.0], [0.1, 0.0, -0.1], [0.2, 0.1, 0.0], [0.2, 0.1, 0.2], [0.3, 0.4, 0.0], [0.1, -0.1, 0.1], [0.0, 0.0, -0.1], [-0.1, -1.6, 0.0], [-0.1, 0.0, 0.1], [0.1, -0.2, 0.3], [0.0, -0.1, 0.0], [0.6, 1.0, -1.1], [0.1, 0.1, -0.4], [-0.4, 1.6, 0.1], [-0.1, -0.1, 0.3], [-0.6, -0.8, 0.2], [0.4, 0.0, 1.0], [0.0, -0.1, -0.1], [0.3, -2.2, 0.0], [-0.3, -0.6, -0.8], [0.0, 0.1, 0.2], [-0.2, -0.5, 0.1], [-0.3, -0.4, -0.1], [0.0, 0.0, 0.0], [-0.3, -0.3, 0.3], [-0.1, -0.3, 0.2], [0.5, -0.5, 0.2], [0.0, 0.6, -0.3], [0.0, 0.0, 0.2], [-0.3, -0.6, 0.5], [0.0, 0.1, -0.2], [0.0, 0.0, 0.0], [-0.3, 0.2, 0.0], [0.0, -0.6, -0.7], [-0.6, 0.0, -0.4], [0.0, 0.0, 0.0], [0.1, 0.0, 0.3]],
  "mulliken_charge": [-0.15, 0.28, -0.50, 0.80, 0.24, -0.23, 0.41, 0.20, -0.16, -0.97, 0.13, -0.54, 0.42, -0.23, 0.35, 0.26, 0.16, 0.34, -1.36, 0.63, -0.39, 0.59, -1.13, 0.63, 0.43, 0.41, -0.47, -0.64, -0.11, 0.37, -1.28, 0.37, -0.17, -0.30, 0.49, 0.36, -0.64, 1.16, -0.46, 0.18, 0.37, 0.47, 0.41, -1.06, 0.35, 0.58, -0.36, 0.34, 0.43, 0.61, -0.49, -0.53, -0.72, -1.13, 0.92, 0.30, 0.28, -0.55, 0.31, -0.12, -0.04, 0.30, 0.43, 0.29, 1.33, -0.18, -0.34, -0.41, -0.17, 0.23, -0.53, -0.45, 0.51, -0.17, 0.28],
  "orbital_gap_ev": 1.5,
  "charge": 1,
  "lumo_ev": -7.4,
  "energy_ev": -271755.06055
}

***

3.
{
  "formula": "C19H30B2N2O20Sr",
  "method": "the ωB97M-V functional and the def2-TZVPD basis",
  "symbols": ["C", "H", "H", "O", "C", "H", "H", "C", "H", "H", "O", "H", "H", "H", "O", "H", "O", "H", "H", "O", "O", "O", "C", "H", "H", "H", "H", "O", "O", "H", "N", "C", "H", "O", "C", "C", "H", "O", "H", "H", "O", "C", "H", "C", "C", "O", "C", "O", "H", "H", "O", "O", "H", "C", "C", "C", "H", "C", "C", "B", "O", "C", "Sr", "B", "O", "H", "O", "N", "H", "O", "C", "H", "H", "C"],
  "coordinates": [[-4.98937, -1.85848, -3.03873], [-2.03162, 3.81783, 2.95857], [-0.85357, -3.36290, 2.07423], [0.80532, -1.20967, -2.58141], [0.55948, 4.65812, 0.18121], [2.74584, 4.67832, -1.53911], [-1.27090, 5.08783, 1.23636], [-0.71161, -2.97086, -4.98276], [3.71138, -1.98550, 1.10232], [0.68505, 3.71920, -1.55113], [-4.28050, -0.18113, -0.16217], [5.52725, 1.70931, -0.64444], [2.66261, 2.06266, -2.23425], [-1.23638, -0.05478, 2.49006], [1.06408, -2.83070, -6.66322], [1.21861, 4.90508, 1.01584], [3.46514, 1.62825, -0.47066], [-1.46901, 2.16406, 3.18745], [4.82646, 0.15325, 0.02261], [-4.18714, -1.79469, -1.97558], [-5.38534, -2.85278, -3.54805], [3.05613, -0.23033, 1.91274], [0.73749, -2.85434, -5.51935], [-0.16002, 0.22521, 3.53941], [-2.60396, 2.57253, 1.89082], [-3.12990, -3.79232, 3.05120], [1.40773, -2.92314, 3.38733], [1.56608, -0.47121, -0.62168], [1.22670, -3.50537, -2.23609], [3.86065, -1.92693, 2.89296], [-0.21015, -0.05330, 2.55798], [0.17300, -1.49029, 2.41326], [-1.56434, -2.00839, 1.19368], [-3.11272, 0.32023, 1.65820], [1.60669, -2.83320, -1.17307], [3.25681, 2.60438, -1.48821], [-3.78080, -2.50709, 4.03611], [-0.67365, -2.79307, -3.66946], [1.62592, -1.36277, 4.07586], [3.43721, 0.48209, 2.43856], [2.10070, -3.31842, -0.18980], [-1.71749, 2.90661, 2.43521], [0.82202, -1.67475, 1.55645], [-2.09932, 0.36138, -0.60106], [-3.19850, 0.14382, 0.46392], [-2.55293, -0.02469, -1.75896], [-3.24234, -2.70200, 3.11002], [-1.70258, -3.11174, -5.62365], [-1.38306, 3.92308, -0.14999], [4.16768, 2.97446, -1.96344], [-1.99052, -2.08324, 3.20190], [-6.24687, -0.08485, -4.17323], [0.43832, 5.54096, -0.45286], [2.55181, 3.80535, -0.90633], [-0.80187, 4.25400, 0.71556], [-5.48397, -0.40813, -3.32620], [-3.89100, -2.40424, 2.28252], [4.72127, 0.97707, -0.67576], [0.85514, -2.02274, 3.67440], [-3.98051, -0.41042, -1.59774], [1.51314, -2.61548, -4.47338], [-1.09206, -2.29435, 2.14098], [1.16217, 1.50315, 0.90923], [0.69812, -2.54717, -3.23591], [-4.84995, 0.38835, -2.45521], [4.96832, -1.03764, 1.86016], [-1.01315, 0.81292, -0.32634], [1.11594, 3.55119, -0.64482], [3.04653, 4.07252, 0.03409], [-0.59821, 3.14431, 1.60283], [3.92685, -1.35857, 1.96543], [0.14175, -2.32811, 4.43721], [4.73002, 0.49110, -1.65718], [1.30990, -1.35885, -1.39551]],
  "atomic_forces_ev_per_a": [[-0.8, 0.1, 0.6], [0.4, 0.1, 0.0], [0.1, 0.0, -0.1], [0.2, 0.1, 0.4], [-0.5, -0.1, -0.1], [-0.4, 0.0, -0.2], [-0.2, -0.1, 0.0], [-0.2, 0.0, -0.3], [-0.3, -0.1, 0.2], [-0.3, -0.8, 0.0], [-0.2, -0.3, -0.3], [0.1, -0.1, 0.3], [-0.1, 0.5, -0.3], [0.1, 0.4, -0.7], [0.2, -0.3, -0.2], [0.1, -0.1, -0.1], [0.8, 0.6, 0.4], [0.1, -0.1, -0.2], [0.0, 0.4, 0.3], [0.5, 0.1, 0.2], [0.1, -0.2, -0.4], [-0.3, 0.8, 0.3], [-0.5, 0.6, 0.0], [0.6, -0.4, 0.0], [0.4, -0.2, -0.2], [0.1, 0.0, -0.1], [-0.1, -0.1, 0.1], [0.1, 0.6, 0.8], [-0.2, 0.7, 0.2], [-0.4, 0.1, 0.0], [-0.4, 0.1, 0.4], [-0.4, -0.3, 0.8], [0.1, 0.1, -0.1], [0.5, -0.1, -0.3], [0.0, -1.5, 0.2], [-0.7, -0.3, -0.3], [0.1, 0.2, 0.0], [0.5, 0.0, 0.9], [-0.2, 0.3, 0.0], [0.3, -0.3, 0.2], [0.1, 0.5, 0.3], [-1.1, 0.3, 0.5], [0.1, 0.5, 0.0], [-0.4, -0.6, 0.0], [-0.6, 0.4, 0.5], [0.8, 0.7, 0.9], [-0.4, -1.0, 0.2], [0.0, -0.2, -0.3], [-0.5, 0.1, 0.2], [0.3, -0.4, 0.2], [0.2, 0.7, 0.3], [-0.3, 0.3, -0.1], [0.1, 0.2, 0.2], [0.3, 0.1, 0.1], [0.7, -0.4, -0.3], [0.8, -0.5, 0.0], [0.4, 0.4, -0.2], [-0.4, -0.6, -0.5], [0.5, -0.7, -0.5], [-1.0, -0.5, -0.8], [0.3, 0.1, 0.8], [-0.4, -0.5, 0.0], [-0.4, -2.0, -0.6], [-0.2, -0.6, -1.5], [0.0, 0.2, 0.1], [0.0, 0.1, 0.1], [0.8, 0.4, -0.2], [0.6, 1.5, -0.2], [0.0, -0.2, 0.1], [0.1, 0.7, 0.0], [0.8, -0.2, -0.4], [-0.1, 0.3, 0.1], [0.0, 0.2, -0.1], [-0.1, 0.1, -1.1]],
  "mulliken_charge": [0.64, 0.44, 0.89, -0.61, -0.72, 0.49, 0.49, 0.62, 0.24, 0.18, -0.56, 0.37, 0.21, 0.04, -0.57, 0.32, 0.08, 0.22, 0.09, -0.56, -0.57, -0.05, 0.55, 0.25, 0.32, 0.33, 0.43, -0.05, -0.56, 0.29, 0.07, 1.92, 0.03, -0.63, 0.41, -0.64, 0.27, -0.49, 0.37, 0.18, -0.62, -1.08, -0.96, 0.39, 0.51, -0.61, -0.77, -0.57, 0.27, 0.57, -0.36, -0.57, 0.44, -0.77, -0.58, 0.55, 0.22, -0.91, -1.88, 1.28, -0.56, -1.14, 1.68, 1.22, -0.54, 0.44, 0.07, -0.45, 0.31, -0.11, -0.98, 0.41, 0.36, 0.01],
  "orbital_gap_ev": 7.4,
  "lumo_ev": -1.6,
  "de_lowest_kcal_mol": 0.00,
  "energy_ev": -66320.55143
}